54
Properties=species:S:1:pos:R:3 method="wB97M-V/def2-TZVPD" charge=-1 multiplicity=2 gap_ev="7.736 / 7.894" homo_ev="-4.94 / -5.10" relative_energy_kj_mol=59.84 e_tot_ha=-2701.28428
V 0.1434 -1.2578 0.0119
S 1.5777 -1.3681 3.2401
F 4.1414 -1.5415 2.5995
F 3.7719 -1.0990 4.7062
F 3.5240 0.4247 3.2054
O 1.2971 -0.9038 1.8757
O -1.4861 -1.0882 1.5772
O 0.5782 5.8114 -2.3470
O 1.9482 -1.6549 -0.9940
O 0.0419 0.3221 -0.0874
O 0.8042 -0.6553 4.2400
O 1.5900 -2.8080 3.4181
N -0.0160 -3.3011 1.0441
N -0.2649 2.3518 -3.5440
C -0.1995 6.7700 -3.0079
C -1.7250 -4.8133 2.0158
C -1.9927 -2.2575 2.1857
C 3.1345 -2.3692 -1.0049
C -0.4888 3.5966 -2.8038
C -0.7558 3.2780 -1.3276
C -1.8440 0.1136 2.2396
C 0.6827 4.5664 -3.0021
C 3.3851 -0.8750 3.4558
C -1.4357 -3.4563 1.3754
B -1.4975 -1.7341 -1.6239
H 0.1257 3.1100 -0.7123
H 3.7998 -1.9797 -1.7855
H 0.2610 7.0045 -3.9791
H -0.8021 -2.5232 -1.1858
H -2.0004 -3.3787 0.4436
H -1.4206 4.0165 -3.2045
H -1.4700 2.4562 -1.3415
H 2.9740 -3.4551 -1.0759
H 0.0463 2.5432 -4.4919
H -3.0841 -2.2440 2.1171
H -0.2853 7.6938 -2.4418
H 3.6652 -2.2007 -0.0499
H -1.4811 -5.5814 1.2755
H -2.3765 -2.1111 -2.2721
H 0.9063 4.7444 -4.0652
H -2.8064 -4.9423 2.1393
H 1.5741 4.1037 -2.5656
H -1.8756 -1.1154 -0.7450
H -1.2837 4.1080 -0.8478
H -2.8975 0.0743 2.5218
H 0.5647 -3.3260 1.8870
H -0.8346 -1.0059 -2.2405
H -1.2325 -5.0434 2.9588
H 0.5321 1.9234 -3.0660
H -1.2175 0.2416 3.1252
H -1.6402 0.9658 1.5979
H -1.6684 -2.3572 3.2288
H -1.2038 6.3813 -3.2147
H 0.2166 -4.1539 0.5421